Entry from the OMol25 dataset: a cluster of 9 separate species, C50H34F2N2O20P in total at a distorted geometry (the ωB97M-V functional and the def2-TZVPD basis).

Properties
DFT total energy in Ha: -4080.47381
Kohn-Sham gap in Eh: 0.2275
LUMO energy in eV: -4.99

ORCA input file:
```
! RIJCOSX wB97M-V def2-TZVPD def2/J DEFGRID3
* xyz 1 1
O 5.818 -1.528 -6.383
N 4.762 -1.116 -6.509
O 4.602 -0.591 -7.870
P 2.974 -0.423 -8.119
N 2.199 -1.662 -7.163
C 2.247 -2.919 -7.822
O 3.098 -3.132 -8.585
F 1.374 -3.873 -7.556
C 0.843 -1.179 -6.938
O 0.329 -0.575 -7.797
F 0.190 -1.339 -5.820
H 2.620 -0.505 -9.483
H 2.602 0.806 -7.511
C -0.532 1.671 -3.796
C -1.278 1.919 -2.722
C -0.716 1.803 -1.355
O -1.393 2.026 -0.376
C 0.706 1.403 -1.232
C 1.450 1.156 -2.308
C 0.887 1.273 -3.670
O 1.569 1.049 -4.657
H -0.925 1.750 -4.803
H -2.318 2.213 -2.795
H 1.101 1.324 -0.225
H 2.489 0.863 -2.237
C -2.591 3.081 4.945
C -3.854 3.008 4.531
C -4.184 2.667 3.127
O -5.338 2.604 2.748
C -3.056 2.410 2.202
C -1.795 2.483 2.617
C -1.468 2.823 4.017
O -0.310 2.886 4.387
H -2.327 3.329 5.966
H -4.691 3.192 5.193
H -3.314 2.162 1.181
H -0.959 2.299 1.957
C 2.904 1.943 4.504
C 3.325 1.686 5.740
C 4.522 0.848 5.987
O 4.905 0.611 7.112
C 5.233 0.308 4.802
C 4.811 0.566 3.566
C 3.615 1.403 3.321
O 3.231 1.639 2.190
H 2.031 2.553 4.305
H 2.817 2.073 6.616
H 6.107 -0.302 5.000
H 5.319 0.179 2.690
C 0.370 -6.563 -5.825
C -0.464 -7.083 -6.721
C -0.950 -8.478 -6.598
O -1.711 -8.953 -7.415
C -0.472 -9.268 -5.439
C 0.363 -8.746 -4.543
C 0.848 -7.352 -4.667
O 1.608 -6.871 -3.851
H 0.735 -5.548 -5.899
H -0.823 -6.518 -7.572
H -0.838 -10.285 -5.365
H 0.723 -9.308 -3.691
C 1.003 5.991 8.065
C 2.016 6.792 7.741
C 2.454 6.946 6.333
O 3.378 7.674 6.037
C 1.721 6.175 5.302
C 0.708 5.374 5.626
C 0.270 5.221 7.034
O -0.655 4.493 7.333
H 0.670 5.866 9.088
H 2.562 7.363 8.481
H 2.054 6.301 4.279
H 0.163 4.804 4.885
C -3.952 -6.308 -5.537
C -5.022 -6.696 -4.847
C -5.910 -5.709 -4.187
O -6.883 -6.060 -3.558
C -5.561 -4.275 -4.328
C -4.491 -3.889 -5.018
C -3.604 -4.875 -5.676
O -2.626 -4.521 -6.309
H -3.293 -7.014 -6.025
H -5.292 -7.738 -4.736
H -6.221 -3.568 -3.840
H -4.221 -2.846 -5.130
C 4.020 -3.954 3.230
C 4.886 -3.128 3.812
C 6.304 -3.074 3.383
O 7.097 -2.322 3.913
C 6.719 -3.973 2.281
C 5.852 -4.799 1.699
C 4.434 -4.853 2.128
O 3.644 -5.604 1.596
H 2.981 -4.008 3.531
H 4.600 -2.464 4.618
H 7.757 -3.920 1.980
H 6.138 -5.464 0.893
C -4.998 8.015 4.016
C -6.243 8.465 4.150
C -7.404 7.666 3.688
O -8.538 8.076 3.808
C -7.123 6.346 3.074
C -5.877 5.898 2.940
C -4.719 6.697 3.402
O -3.581 6.284 3.281
H -4.138 8.585 4.346
H -6.466 9.426 4.596
H -7.981 5.776 2.743
H -5.652 4.938 2.494
*
```

=====

Entry from the OMol25 dataset: a structure of composition C50H36NO8OsP2S at a distorted geometry (the ωB97M-V functional and the def2-TZVPD basis).

Properties
DFT total energy in Ha: -3754.98423
Energy relative to the best compared isomer or geometry (same formula, charge and spin) in kcal/mol: 68.8
Kohn-Sham gap (alpha / beta) in Eh: 0.1150 / 0.1135
LUMO energy (alpha / beta) in eV: -5.93 / -6.04

ORCA input file:
```
! RIJCOSX wB97M-V def2-TZVPD def2/J DEFGRID3
* xyz 1 1
Os -0.759 -0.234 -0.533
O -5.260 -1.155 3.391
C -4.286 -0.995 2.503
C -3.672 -2.079 1.855
C -2.685 -1.817 0.942
N -2.292 -0.558 0.715
C -2.859 0.497 1.324
C -3.884 0.320 2.212
C -2.197 1.827 0.936
O -2.630 2.874 1.347
O -1.163 1.669 0.155
C -1.939 -2.841 0.078
O -2.224 -4.014 0.150
O -1.047 -2.298 -0.690
H -5.462 -2.087 3.537
H -3.962 -3.105 2.047
H -4.353 1.171 2.685
O 1.723 0.221 -2.603
C 1.391 0.667 -3.851
C 2.265 1.271 -4.744
C 1.796 1.672 -5.984
C 0.469 1.475 -6.344
C -0.413 0.936 -5.424
C 0.041 0.547 -4.167
P -1.165 0.135 -2.861
C -2.328 1.513 -3.047
C -3.532 1.405 -3.739
C -4.369 2.507 -3.826
C -4.004 3.712 -3.245
C -2.788 3.830 -2.585
C -1.955 2.731 -2.477
C -1.980 -1.391 -3.365
C -1.240 -2.368 -4.025
C -1.764 -3.641 -4.180
C -3.023 -3.941 -3.681
C -3.762 -2.971 -3.019
C -3.236 -1.703 -2.841
C 2.814 -0.552 -2.334
C 3.809 -0.904 -3.238
C 4.897 -1.641 -2.802
C 5.003 -2.044 -1.481
C 3.973 -1.758 -0.602
C 2.864 -1.033 -1.028
P 1.477 -0.754 0.130
C 1.369 -2.359 0.965
C 1.042 -2.481 2.312
C 0.799 -3.732 2.858
C 0.851 -4.863 2.059
C 1.157 -4.745 0.710
C 1.416 -3.502 0.162
C 2.226 0.476 1.228
C 2.013 1.820 0.926
C 2.710 2.795 1.621
C 3.603 2.434 2.621
C 3.787 1.097 2.943
C 3.104 0.113 2.246
H 3.292 1.458 -4.468
H 2.475 2.150 -6.677
H 0.114 1.775 -7.319
H -1.461 0.820 -5.670
H -3.808 0.472 -4.214
H -5.314 2.417 -4.346
H -4.670 4.563 -3.303
H -2.495 4.772 -2.142
H -1.018 2.806 -1.939
H -0.253 -2.128 -4.404
H -1.177 -4.404 -4.673
H -3.424 -4.940 -3.787
H -4.741 -3.207 -2.623
H -3.789 -0.954 -2.285
H 3.737 -0.626 -4.277
H 5.674 -1.896 -3.511
H 5.868 -2.596 -1.140
H 4.017 -2.111 0.420
H 0.967 -1.602 2.935
H 0.555 -3.821 3.909
H 0.642 -5.836 2.484
H 1.174 -5.622 0.077
H 1.647 -3.409 -0.891
H 1.301 2.089 0.155
H 2.552 3.840 1.388
H 4.152 3.198 3.155
H 4.471 0.817 3.734
H 3.256 -0.932 2.485
O 2.599 3.857 8.489
C 1.922 4.293 7.415
O 1.797 5.465 7.211
C 1.349 3.263 6.482
C 0.922 3.717 5.233
C 0.345 2.856 4.328
C 0.169 1.501 4.661
S -0.621 0.442 3.568
C 0.600 1.043 5.918
C 1.182 1.916 6.813
H 2.634 2.898 8.546
H 1.048 4.765 4.997
H 0.008 3.206 3.362
H 0.462 0.002 6.178
H 1.475 1.534 7.784
*
```